Computed, not measured: 2 unconnected molecules or ions with the total composition C2H2ClP in a non-equilibrium geometry, with ωB97M-V/def2-TZVPD.

Relative energy (zero: lowest compared OMol25 entry of this formula, charge and spin) = 0.000 eV
<S²> = 2.004
Multiplicity = 3
Orbital gap (spin up / spin down) = 9.54 / 9.95 eV

Element x y z (Å)
1 H 1.75565 -0.50831 -1.05689
2 P -3.21790 -1.13452 -1.50069
3 C 1.80947 0.50834 0.93993
4 Cl -3.85864 0.23795 -0.25319
5 H 1.80936 0.97955 1.93338
6 C 1.70205 -0.08301 -0.06254